[1]
Molecular formula: C44H116Cl6N15O14P5
Method: DFT, ωB97M-V/def2-TZVPD

Its strongest force on any atom is 0.0601 Eh/bohr. The value obtained for the orbital gap is 8.38 eV. The electronic energy is -220110.9895 eV. The SMILES is CN(C)P(=O)(N(C)C)N(C)C.CN(C)P(=O)(N(C)C)N(C)C.CN(C)P(=O)(N(C)C)N(C)C.CN(C)P(=O)(N(C)C)N(C)C.CN(C)P(=O)(N(C)C)N(C)C.CCOC(=O)OC.CCOC(=O)OC.CCOC(=O)OC.ClC(Cl)Cl.ClC(Cl)Cl.

Last column: Löwdin charge in e.
Positions of all 200 atoms, in Å:
C 0.063 -5.088 7.912  -0.107
N 1.212 -4.297 8.391  -0.308
C 1.445 -4.714 9.743  -0.136
P 1.324 -2.644 7.936  0.537
O 0.234 -1.748 8.261  -0.267
N 2.769 -2.035 8.479  -0.302
C 2.767 -1.312 9.723  -0.139
C 4.096 -2.571 8.248  -0.108
N 1.493 -2.784 6.255  -0.304
C 2.197 -3.827 5.604  -0.152
C 0.623 -2.040 5.386  -0.118
H 0.371 -6.145 8.052  0.098
H -0.117 -4.933 6.850  0.067
H -0.875 -4.789 8.377  0.086
H 2.177 -4.080 10.255  0.071
H 1.921 -5.701 9.783  0.086
H 0.494 -4.760 10.258  0.081
H 3.036 -1.981 10.574  0.078
H 3.546 -0.530 9.671  0.092
H 1.792 -0.886 9.932  0.073
H 4.567 -2.921 9.173  0.083
H 4.046 -3.420 7.593  0.052
H 4.780 -1.837 7.801  0.091
H 1.490 -4.475 5.090  0.079
H 2.900 -3.337 4.909  0.079
H 2.755 -4.466 6.302  0.070
H -0.027 -1.479 6.042  0.064
H -0.078 -2.598 4.762  0.086
H 1.145 -1.371 4.708  0.073
C -6.911 -2.209 3.381  -0.091
N -5.938 -1.100 3.344  -0.317
C -5.336 -0.765 4.598  -0.128
P -5.629 -0.303 1.941  0.582
O -6.341 -0.989 0.777  -0.324
N -6.039 1.342 2.186  -0.305
C -7.379 1.778 1.796  -0.115
C -5.167 2.417 2.611  -0.129
N -3.952 -0.203 1.801  -0.307
C -3.060 -1.285 2.178  -0.097
C -3.434 0.430 0.621  -0.117
H -6.467 -3.217 3.533  0.087
H -7.413 -2.182 2.423  0.059
H -7.599 -2.084 4.224  0.078
H -6.062 -0.424 5.318  0.079
H -4.592 0.036 4.537  0.079
H -4.750 -1.572 5.003  0.077
H -7.820 2.539 2.477  0.085
H -7.433 2.158 0.773  0.080
H -7.972 0.844 1.866  0.075
H -5.665 2.922 3.451  0.083
H -4.293 1.857 2.983  0.073
H -4.925 3.192 1.873  0.066
H -2.168 -0.907 2.686  0.075
H -3.645 -1.896 2.870  0.071
H -2.695 -1.846 1.342  0.071
H -3.824 -0.072 -0.267  0.071
H -2.331 0.379 0.629  0.085
H -3.629 1.488 0.650  0.055
C 0.827 6.476 3.129  -0.090
N 1.067 6.974 1.764  -0.296
C 0.591 8.320 1.479  -0.127
P 2.015 6.088 0.626  0.608
O 1.952 4.637 1.080  -0.329
N 1.479 6.425 -0.928  -0.297
C 2.381 6.309 -2.078  -0.093
C 0.146 5.947 -1.309  -0.097
N 3.633 6.559 0.571  -0.318
C 4.698 5.740 1.141  -0.108
C 3.954 7.978 0.321  -0.115
H 1.460 5.608 3.287  0.074
H -0.262 6.303 3.251  0.075
H 1.132 7.213 3.858  0.072
H -0.440 8.415 1.871  0.077
H 0.613 8.463 0.388  0.069
H 1.241 9.101 1.915  0.077
H 2.107 7.077 -2.752  0.073
H 3.426 6.310 -1.800  0.078
H 2.102 5.359 -2.561  0.066
H -0.664 6.257 -0.611  0.090
H -0.163 6.221 -2.324  0.085
H 0.148 4.873 -1.201  0.060
H 4.691 5.820 2.262  0.092
H 4.591 4.684 0.902  0.071
H 5.670 6.078 0.821  0.070
H 3.185 8.408 -0.341  0.072
H 4.949 8.228 -0.031  0.077
H 3.864 8.598 1.227  0.075
C 0.836 -10.116 -3.675  -0.115
N 1.318 -8.927 -2.966  -0.304
C 1.732 -9.196 -1.582  -0.136
P 1.075 -7.380 -3.689  0.507
O 1.007 -7.568 -5.154  -0.287
N -0.252 -6.732 -3.035  -0.322
C -1.515 -6.613 -3.713  -0.128
C -0.451 -6.510 -1.620  -0.105
N 2.374 -6.505 -3.111  -0.287
C 2.374 -5.072 -3.310  -0.116
C 3.718 -7.032 -3.386  -0.099
H 0.086 -10.554 -3.027  0.068
H 1.616 -10.854 -3.858  0.079
H 0.326 -9.865 -4.595  0.068
H 2.085 -8.267 -1.086  0.073
H 2.459 -10.039 -1.555  0.084
H 0.843 -9.553 -1.026  0.072
H -1.403 -6.610 -4.799  0.085
H -2.184 -7.409 -3.373  0.088
H -1.967 -5.660 -3.465  0.032
H -1.056 -7.354 -1.205  0.098
H 0.543 -6.435 -1.130  0.082
H -1.009 -5.596 -1.498  0.067
H 3.141 -4.609 -2.703  0.072
H 2.403 -4.748 -4.331  0.086
H 1.408 -4.696 -2.930  0.053
H 4.516 -6.349 -3.101  0.054
H 3.901 -7.204 -4.427  0.080
H 3.949 -7.934 -2.836  0.069
C -4.231 1.982 -5.858  -0.091
N -3.149 1.026 -5.463  -0.309
C -3.329 -0.278 -6.084  -0.115
P -1.611 1.506 -5.185  0.584
O -0.745 0.314 -4.879  -0.330
N -1.192 2.141 -6.747  -0.262
C -1.465 3.452 -7.335  -0.122
C -0.023 1.512 -7.439  -0.108
N -1.769 2.789 -4.137  -0.297
C -0.646 3.644 -3.875  -0.132
C -2.634 2.814 -2.926  -0.059
H -3.989 2.976 -5.496  0.060
H -5.198 1.740 -5.401  0.087
H -4.306 2.079 -6.954  0.083
H -3.297 -0.151 -7.173  0.084
H -4.300 -0.702 -5.771  0.089
H -2.556 -1.000 -5.778  0.059
H -2.164 3.327 -8.159  0.078
H -1.908 4.121 -6.603  0.067
H -0.507 3.927 -7.615  0.062
H -0.229 1.455 -8.496  0.078
H 0.962 1.971 -7.281  0.066
H 0.135 0.532 -7.011  0.049
H 0.161 3.371 -4.519  0.045
H -0.916 4.696 -3.964  0.087
H -0.266 3.412 -2.877  0.064
H -2.848 3.868 -2.672  0.094
H -2.109 2.298 -2.116  0.083
H -3.560 2.312 -3.123  0.067
C 1.710 1.853 -1.180  -0.056
C 2.230 0.676 -0.427  -0.220
O 1.189 0.391 0.522  0.005
C 1.223 -0.695 1.314  -0.565
O 0.281 -0.938 2.081  0.067
O 2.282 -1.495 1.116  -0.025
C 2.224 -2.782 1.773  -0.005
H 1.670 2.691 -0.454  0.072
H 0.730 1.520 -1.502  0.075
H 2.356 2.057 -2.026  0.050
H 3.148 0.878 0.112  0.130
H 2.415 -0.172 -1.084  0.115
H 2.889 -3.434 1.204  0.096
H 1.195 -3.135 1.618  0.103
H 2.523 -2.694 2.812  0.070
C 6.315 -4.081 -2.707  -0.070
C 5.965 -2.645 -2.904  -0.244
O 4.669 -2.520 -3.445  0.006
C 4.154 -1.315 -3.789  -0.587
O 4.691 -0.242 -3.604  0.110
O 2.987 -1.572 -4.332  -0.001
C 2.131 -0.520 -4.760  -0.038
H 5.927 -4.588 -1.835  0.073
H 7.394 -4.176 -2.649  0.078
H 5.977 -4.629 -3.605  0.085
H 6.676 -2.025 -3.459  0.130
H 5.958 -2.112 -1.950  0.125
H 1.329 -0.950 -5.364  0.075
H 2.757 0.091 -5.470  0.107
H 1.723 0.036 -3.934  0.076
C -4.369 6.210 2.902  -0.040
C -3.129 6.582 2.090  -0.212
O -2.334 5.454 1.680  -0.040
C -2.783 4.711 0.593  -0.621
O -3.649 5.059 -0.159  0.127
O -2.075 3.627 0.447  -0.006
C -1.111 3.256 1.456  -0.009
H -5.016 7.082 2.987  0.083
H -4.017 5.880 3.887  0.087
H -4.856 5.423 2.354  0.054
H -2.343 7.078 2.631  0.095
H -3.473 7.155 1.246  0.115
H -0.240 3.915 1.448  0.065
H -0.761 2.234 1.205  0.092
H -1.498 3.173 2.466  0.099
Cl -0.982 -3.184 -4.090  0.571
C -1.533 -1.876 -3.043  -1.427
Cl -0.581 -1.998 -1.533  0.531
Cl -3.318 -2.130 -2.638  0.483
H -1.293 -0.946 -3.548  -0.044
Cl 2.169 5.003 -6.420  0.527
C 3.728 4.356 -5.895  -1.494
Cl 3.421 3.275 -4.506  0.533
Cl 4.864 5.680 -5.520  0.519
H 4.207 3.732 -6.616  0.004

[2]
Molecular formula: C26H26F9N2O7S
Method: DFT, ωB97M-V/def2-TZVPD

Its strongest force on any atom is 0.0476 Eh/bohr. The value obtained for the orbital gap is 7.03 eV. The electronic energy is -79977.1938 eV. Its net charge is +1.

Last column: Löwdin charge in e.
Positions of all 71 atoms, in Å:
C 0.200 4.013 3.191  0.027
C 1.434 3.410 2.529  -0.516
O 2.169 2.667 3.130  0.122
O 1.634 3.815 1.236  -0.010
C 2.207 2.794 0.416  -0.159
C 1.235 1.628 0.157  -0.130
C 0.265 1.950 -1.011  -0.096
C -0.184 0.682 -1.716  -0.091
C -0.463 -0.441 -0.947  0.079
C -0.856 -1.607 -1.592  -0.156
S -1.295 -3.161 -0.754  0.775
O -0.206 -4.047 -0.995  -0.227
O -2.554 -3.575 -1.273  -0.215
C -1.315 -2.830 1.067  -0.434
F -1.981 -1.656 1.228  0.100
F -0.063 -2.598 1.466  0.140
C -2.068 -3.910 1.925  -0.369
F -3.229 -3.394 2.350  0.180
F -2.376 -4.999 1.212  0.171
C -1.279 -4.385 3.183  -0.342
F -0.093 -4.898 2.850  0.172
F -1.983 -5.414 3.689  0.172
C -1.154 -3.325 4.343  -0.533
F -1.405 -2.077 3.943  0.182
F 0.069 -3.422 4.856  0.191
F -2.003 -3.613 5.323  0.196
C -0.953 -1.658 -2.937  0.037
N -0.684 -0.576 -3.658  0.035
O -0.765 -0.621 -5.041  0.118
C -1.944 -1.082 -5.438  -0.242
N -2.872 -1.609 -5.908  0.251
C -0.321 0.594 -3.098  -0.067
C -0.084 1.761 -4.021  0.025
C -1.412 2.593 -4.156  -0.296
O -1.949 2.776 -5.217  0.165
C -2.003 3.185 -2.891  -0.187
C -1.649 4.482 -2.574  -0.027
C -2.138 5.052 -1.425  -0.062
C -2.994 4.374 -0.582  -0.061
C -3.322 3.076 -0.907  -0.074
C -2.838 2.484 -2.047  -0.058
H -0.440 4.502 2.449  0.075
H 0.485 4.755 3.940  0.095
H -0.373 3.205 3.653  0.090
H 2.480 3.270 -0.532  0.130
H 3.130 2.420 0.869  0.131
H 1.861 0.776 -0.151  0.127
H 0.712 1.329 1.072  0.122
H 0.773 2.631 -1.698  0.111
H -0.620 2.492 -0.654  0.124
H -0.383 -0.407 0.134  0.127
H -1.263 -2.573 -3.442  0.177
H 0.227 1.458 -5.022  0.136
H 0.684 2.432 -3.627  0.135
H -0.981 5.054 -3.215  0.134
H -1.836 6.070 -1.187  0.120
H -3.377 4.874 0.301  0.118
H -3.974 2.518 -0.238  0.118
H -3.108 1.453 -2.271  0.126
C 3.477 -3.126 2.805  -0.054
C 3.767 -2.188 1.642  -0.508
C 4.012 -2.964 0.356  -0.060
O 4.904 -1.384 1.941  -0.048
H 4.325 -3.790 2.990  0.088
H 3.310 -2.559 3.722  0.084
H 2.595 -3.739 2.608  0.066
H 2.925 -1.504 1.504  0.121
H 4.880 -3.620 0.461  0.086
H 4.226 -2.281 -0.469  0.075
H 3.146 -3.574 0.089  0.074
H 5.658 -1.970 2.066  0.091

[3]
Molecular formula: C32H45Br2F8N3O6S
Method: DFT, ωB97M-V/def2-TZVPD

Its strongest force on any atom is 0.1775 Eh/bohr. The value obtained for the orbital gap is 8.59 eV. The electronic energy is -223305.9753 eV. The SMILES is C[C@H](Br)C[C@@]1(c2ccccn2)C(=O)O[C@](Br)(CCCCCCCSc2nnco2)[C@H]1CCOCC(F)(F)C(F)(F)C(F)(F)C(F)F.CCO.CCO.

Last column: Löwdin charge in e.
Positions of all 97 atoms, in Å:
C 5.820 2.824 0.003  -0.153
C 5.264 2.652 -1.519  -0.648
Br 4.409 4.344 -2.280  0.586
C 4.466 1.286 -1.895  -0.189
C 3.199 0.814 -1.000  -0.185
C 2.807 -0.728 -1.545  -0.128
C 1.914 -1.624 -0.558  0.003
C 1.527 -3.162 -0.978  -0.005
C 2.175 -3.522 -2.423  -0.044
C 3.001 -2.410 -3.223  -0.107
N 3.372 -1.012 -2.894  0.054
C 3.377 0.671 0.660  -0.200
O 4.186 -0.236 1.252  -0.017
O 2.605 1.694 1.398  -0.111
C 1.747 2.581 0.540  -0.631
Br 2.441 4.428 0.805  0.764
C 0.361 2.608 1.413  -0.184
C -0.141 1.174 2.011  -0.183
C -0.086 1.061 3.663  -0.185
C -1.249 0.023 4.188  -0.219
C -1.497 -1.279 3.224  -0.194
C -2.921 -1.105 2.373  -0.236
C -2.734 -1.421 0.750  -0.456
S -4.393 -1.876 -0.082  0.817
C -4.122 -3.521 -1.015  -0.442
N -2.831 -3.693 -1.813  -0.027
N -2.923 -4.998 -2.330  -0.050
C -4.246 -5.609 -1.907  -0.065
O -5.036 -4.693 -1.042  -0.090
C 1.842 1.800 -0.894  -0.151
C 1.402 2.485 -2.305  -0.131
C 0.773 3.978 -2.267  -0.232
O -0.438 4.176 -1.471  -0.205
C -1.659 3.724 -2.147  -0.071
C -2.842 4.890 -2.010  -0.142
F -3.884 4.647 -3.035  0.003
F -2.293 6.271 -2.285  0.003
C -3.542 4.960 -0.533  -0.110
F -3.699 6.426 -0.202  0.016
F -2.746 4.385 0.576  0.036
C -5.047 4.320 -0.436  -0.114
F -6.098 5.151 -1.127  0.025
F -5.423 4.374 1.025  0.008
C -5.138 2.723 -0.848  -0.057
F -6.492 2.254 -0.373  -0.033
F -4.143 1.882 -0.140  -0.026
H 5.246 3.607 0.670  0.047
H 5.932 1.760 0.533  0.099
H 6.942 3.234 -0.050  0.092
H 6.261 2.590 -2.182  0.103
H 5.283 0.416 -1.816  0.150
H 4.173 1.446 -3.043  0.121
H 1.474 -1.293 0.491  0.090
H 0.902 -3.856 -0.273  0.097
H 2.020 -4.595 -2.860  0.094
H 3.403 -2.762 -4.293  0.111
H 0.595 3.295 2.363  0.101
H -0.555 3.108 0.888  0.105
H 0.399 0.227 1.600  0.084
H -1.296 1.067 1.732  0.106
H -0.268 2.171 4.065  0.121
H 0.957 0.657 4.007  0.119
H -0.870 -0.384 5.245  0.117
H -2.260 0.610 4.289  0.109
H -0.597 -1.562 2.532  0.100
H -1.685 -2.219 3.933  0.112
H -3.785 -1.790 2.793  0.090
H -3.267 0.037 2.421  0.110
H -2.023 -2.322 0.527  0.079
H -2.383 -0.438 0.198  0.071
H -4.609 -6.708 -2.198  0.145
H 0.978 0.983 -0.752  0.150
H 0.579 1.773 -2.799  0.135
H 2.277 2.506 -3.119  0.102
H 1.533 4.843 -1.951  0.085
H 0.478 4.255 -3.392  0.142
H -1.537 3.440 -3.275  0.156
H -2.072 2.804 -1.514  0.148
H -5.128 2.629 -2.014  0.185
C -4.067 -2.643 7.217  -0.091
C -4.365 -1.724 6.050  -0.314
O -4.286 -2.448 4.831  -0.115
H -3.069 -3.083 7.116  0.078
H -4.119 -2.100 8.165  0.076
H -4.780 -3.474 7.248  0.073
H -3.637 -0.908 6.011  0.104
H -5.365 -1.291 6.138  0.111
H -4.942 -3.165 4.873  0.098
C 6.041 -6.592 -3.996  -0.095
C 5.219 -5.517 -4.676  -0.318
O 4.759 -4.578 -3.715  -0.128
H 5.446 -7.109 -3.236  0.078
H 6.400 -7.327 -4.723  0.075
H 6.903 -6.155 -3.482  0.074
H 4.347 -5.956 -5.169  0.116
H 5.812 -4.987 -5.428  0.109
H 5.542 -4.188 -3.288  0.099

[4]
Molecular formula: CH5N3O
Method: DFT, ωB97M-V/def2-TZVPD

Its strongest force on any atom is 0.1491 Eh/bohr. The value obtained for the orbital gap is 9.53 eV. The electronic energy is -7632.5712 eV. Its relative energy (zero: lowest compared OMol25 entry of this formula, charge and spin) is 295.86 kJ/mol.

Last column: Löwdin charge in e.
Positions of all 10 atoms, in Å:
C -0.039 -0.538 -0.066  -0.708
H 0.389 2.713 -0.082  0.133
H -1.318 2.020 0.804  0.208
H 1.144 0.702 1.326  0.222
H 1.682 -1.530 0.572  0.076
H 0.194 -2.490 0.386  0.223
N -0.288 1.788 0.006  -0.121
N 0.510 0.706 0.265  -0.161
N 0.831 -1.526 0.037  0.108
O -1.153 -0.621 -0.596  0.021